This record from OMol25 describes C42H50N4O2PdS2Te as an isolated structure. The level of theory is the ωB97M-V functional and the def2-TZVPD basis.

Calculated total energy   -86865.917 eV
Gap between HOMO and LUMO   0.198 Eh
Net charge   -2
Energy above the lowest of the compared OMol25 structures with the same formula, charge and spin   0.0 kcal/mol

Last column: Löwdin charge in e.
Atoms and positions in Å:
Pd 0.173842 -0.951399 -0.281646  0.4909
C 4.995001 2.793272 -0.051982  -0.0701
C 4.030486 1.837971 -0.767616  -0.3752
C 4.055980 2.120491 -2.271058  -0.0614
C 4.326168 0.386902 -0.419552  -0.1361
C 5.631947 -0.060709 -0.581459  -0.0765
C 6.045306 -1.295552 -0.115539  -0.1111
C 5.122050 -2.075348 0.559312  -0.0644
C 3.794053 -1.690820 0.710553  -0.1388
C 2.871972 -2.594890 1.496571  -0.4211
C 3.273203 -2.655327 2.972165  -0.0699
C 2.810555 -3.999301 0.897582  -0.0978
C 3.350310 -0.472371 0.152913  -0.1688
N 2.025096 -0.041580 0.243766  -0.0121
C 1.476393 0.516353 -0.860171  -0.3804
C 0.786726 1.796061 -0.961347  -0.1746
N 0.471992 2.612213 -0.033104  0.1277
C 0.041426 3.904880 -0.392979  -0.1578
C 0.812022 4.957098 0.146904  -0.1395
C 0.488587 6.275148 -0.141884  -0.0632
C -0.588622 6.579528 -0.955578  -0.1089
C -1.372582 5.547133 -1.436088  -0.0618
C -1.107484 4.202375 -1.159345  -0.1257
C -2.213328 3.224312 -1.538144  -0.3539
C -2.855224 2.703274 -0.248942  -0.0504
C -1.909091 2.079889 -2.502999  -0.0730
C 1.936603 4.640228 1.118287  -0.3771
C 1.366353 4.540126 2.535620  -0.0577
C 3.097507 5.630750 1.070684  -0.0972
H 4.696250 3.829957 -0.226991  0.0514
H 6.020017 2.680406 -0.410235  0.0649
H 4.995740 2.611757 1.024463  0.0882
H 3.035750 2.069009 -0.391280  0.0866
H 5.045106 1.905015 -2.684488  0.0715
H 3.828288 3.171519 -2.468241  0.0754
H 3.331208 1.508200 -2.809287  0.0656
H 6.352070 0.592083 -1.063597  0.0965
H 7.068018 -1.628972 -0.248269  0.0835
H 5.432373 -3.024432 0.980393  0.0981
H 1.867341 -2.176263 1.451316  0.0200
H 4.237830 -3.154428 3.108342  0.0659
H 2.518283 -3.212859 3.531277  0.0709
H 3.348512 -1.653848 3.400623  0.0772
H 3.800535 -4.463807 0.880165  0.0635
H 2.424045 -3.968533 -0.121741  0.0724
H 2.139764 -4.631658 1.480261  0.0497
H 1.945578 0.269972 -1.823463  0.0970
H 0.629469 2.072097 -2.011677  0.1184
H 1.084508 7.077404 0.275242  0.0937
H -0.832214 7.609775 -1.188049  0.0867
H -2.249828 5.778919 -2.030184  0.0994
H -2.959090 3.845740 -2.046062  0.1138
H -2.123085 2.157946 0.347872  0.0638
H -3.672752 2.019000 -0.481362  0.0643
H -3.237348 3.531996 0.352653  0.0822
H -1.401437 1.246790 -2.019179  0.0419
H -1.318885 2.420115 -3.358229  0.0773
H -2.852908 1.678376 -2.873670  0.0705
H 2.317373 3.653385 0.864450  0.1040
H 0.936790 5.497072 2.846612  0.0765
H 2.146308 4.263573 3.249841  0.0729
H 0.583139 3.782500 2.572966  0.0789
H 2.806177 6.619577 1.433412  0.0624
H 3.482671 5.745164 0.056472  0.0728
H 3.911610 5.280934 1.709918  0.0715
C -6.128443 -6.267153 0.223890  -0.0670
C -5.495503 -4.966053 -0.194298  -0.2836
C -4.191154 -4.930775 -0.677126  -0.0361
C -3.610355 -3.734256 -1.063862  -0.0904
C -4.329370 -2.553768 -0.971243  -0.2673
C -5.635953 -2.574454 -0.512941  -0.0724
C -6.212374 -3.774676 -0.121558  -0.0571
S -3.549928 -1.038396 -1.512426  0.5360
O -4.653466 -0.097032 -1.669024  -0.3571
O -2.837309 -1.385685 -2.723443  -0.3385
N -2.479604 -0.599741 -0.438322  -0.1481
C -2.827487 -0.301739 0.851866  -0.4783
C -4.143241 -0.197680 1.370795  -0.0359
C -4.325294 0.077543 2.704932  -0.0986
C -3.222510 0.275304 3.536397  -0.1110
C -1.976324 0.197125 2.941703  -0.1758
N -1.777062 -0.078919 1.661543  0.0575
H -5.370450 -7.032065 0.392169  0.0694
H -6.812756 -6.639036 -0.543718  0.0717
H -6.701873 -6.149326 1.145090  0.0692
H -3.605871 -5.842123 -0.731135  0.1007
H -2.600650 -3.713908 -1.445234  0.0709
H -6.198736 -1.650888 -0.475783  0.0978
H -7.232890 -3.785430 0.247805  0.1009
H -4.993433 -0.297437 0.714809  0.0734
H -5.333277 0.149873 3.099786  0.0925
H -3.323540 0.487707 4.592452  0.0773
H -1.075188 0.368719 3.524949  0.1006
Te -0.813875 -3.307854 1.083600  0.7600
C -0.419845 -4.781257 -0.359574  -1.0746
C -0.099742 -4.617559 -1.682535  -0.2862
C 0.067858 -5.840160 -2.391797  -0.2266
C -0.124812 -6.939143 -1.611415  -0.4718
S -0.510244 -6.466627 -0.001003  0.8454
H 0.006235 -3.636306 -2.126508  0.0862
H 0.322765 -5.892586 -3.442319  0.0860
H -0.058748 -7.978405 -1.891746  0.0372

Forces on the atoms, in the same order (eV/Å):
-0.17 -0.30 0.70
-0.04 -0.01 -0.02
0.04 0.10 0.03
-0.02 -0.02 0.00
0.01 0.05 -0.10
0.05 0.01 0.01
-0.01 0.03 -0.02
-0.14 0.01 0.00
0.09 -0.14 0.08
-0.06 0.01 -0.01
-0.02 0.03 -0.01
0.00 0.04 0.00
-0.06 -0.03 -0.05
-0.16 -0.02 0.08
-0.25 -0.30 -0.44
-0.14 0.32 -0.05
0.01 -0.14 0.01
-0.12 0.03 0.02
0.05 0.09 0.03
0.08 -0.01 -0.01
-0.05 -0.03 -0.04
0.05 -0.03 0.00
0.03 0.10 -0.05
-0.01 0.02 0.14
-0.03 -0.05 -0.04
0.04 -0.05 0.00
-0.03 0.02 0.01
-0.02 -0.05 0.01
-0.05 0.03 0.05
0.02 -0.06 0.01
0.04 -0.03 -0.02
-0.02 0.00 0.01
0.16 0.04 -0.03
0.02 0.00 -0.01
0.00 0.02 -0.01
0.04 0.02 0.02
0.01 0.03 0.00
0.00 0.00 0.00
0.01 -0.03 0.00
0.05 -0.04 -0.02
0.03 0.00 -0.02
0.00 -0.01 0.01
-0.01 0.01 0.00
0.03 -0.04 0.00
0.00 0.00 -0.02
-0.03 0.00 0.01
-0.09 -0.05 0.09
0.00 0.11 0.01
0.02 0.01 0.00
0.00 0.00 0.00
-0.01 0.00 0.00
-0.01 0.00 0.03
0.00 0.00 -0.02
0.00 0.02 0.00
-0.01 0.02 0.01
-0.02 0.03 -0.02
0.02 0.00 0.00
-0.01 -0.02 -0.02
0.06 -0.01 -0.02
0.01 0.02 -0.01
0.01 0.00 0.00
0.01 -0.02 -0.01
-0.02 0.02 0.01
0.01 0.03 -0.02
-0.01 -0.01 -0.03
0.00 -0.02 0.00
0.02 0.01 -0.01
-0.06 -0.02 0.03
0.04 0.01 -0.04
0.05 0.00 -0.09
-0.09 0.03 0.04
0.04 -0.01 0.00
-0.04 0.09 -0.42
0.03 0.00 0.13
-0.02 0.05 0.12
0.24 -0.08 0.08
-0.05 -0.03 0.06
0.05 -0.01 -0.16
0.11 0.04 0.12
-0.12 -0.02 -0.05
0.01 0.01 0.00
0.11 -0.01 -0.10
0.01 -0.01 0.00
0.00 0.00 -0.01
-0.01 0.01 0.01
0.00 0.00 0.00
0.02 -0.01 -0.01
0.00 -0.02 -0.03
-0.01 0.00 0.00
0.03 0.00 0.00
0.00 0.00 0.01
-0.02 0.01 0.00
0.01 -0.01 0.00
0.16 0.24 -0.05
0.04 0.01 0.04
0.01 -0.01 0.00
0.01 -0.02 -0.02
-0.01 0.01 0.03
0.01 -0.01 -0.01
-0.01 0.02 0.00
0.00 -0.01 -0.01
0.00 -0.01 -0.02